{
  "formula": "C16H41Cu2O15PbS4",
  "method": "ωB97M-V/def2-TZVPD",
  "species": ["H", "H", "O", "C", "C", "C", "H", "O", "O", "H", "C", "H", "H", "O", "O", "H", "O", "C", "O", "H", "Cu", "C", "O", "H", "H", "H", "C", "O", "H", "H", "H", "O", "C", "H", "H", "O", "H", "S", "O", "C", "H", "C", "H", "H", "H", "S", "H", "O", "H", "H", "H", "H", "H", "Pb", "H", "H", "H", "H", "O", "S", "H", "H", "Cu", "C", "H", "H", "C", "H", "C", "C", "O", "S", "H", "H", "C", "C", "H", "H", "H"],
  "positions_angstrom": [[5.4933, 2.5251, -3.5849], [1.0308, 0.6203, 5.1915], [-3.1572, -0.6635, -1.8374], [4.5534, 0.5980, -3.0836], [-3.8385, -0.3496, 0.6340], [0.9089, 5.1177, -3.8615], [-1.1875, -2.9692, -2.5083], [2.7090, -3.8543, 5.7707], [2.1078, -4.3092, -2.2210], [1.1743, 2.3673, 1.2151], [-0.9761, -3.2466, 1.6821], [-8.1918, -2.4218, -1.8538], [4.1446, -4.2373, 2.9725], [1.6132, 3.1734, -2.0030], [2.1049, 0.6466, 0.4967], [-6.4586, -2.9322, -0.2936], [4.0028, 0.6563, -1.8074], [3.5195, -3.3691, 3.1813], [-3.5437, -2.7625, -0.4549], [2.3073, 5.4184, -0.4999], [1.6299, 0.6098, -1.8547], [-6.7022, -1.8904, -0.5020], [1.5339, -1.9019, -1.7236], [3.8724, 2.4753, -4.0688], [-8.8261, -1.6530, -0.4180], [-0.1923, 6.4414, 1.1994], [-0.3567, -3.5387, -2.9248], [-5.6264, -1.2785, -1.2389], [2.9619, -3.0553, 2.2988], [1.0162, 4.4676, 0.1018], [-4.1133, 0.6885, 0.4469], [1.1678, -2.6436, 4.1922], [-0.4368, 1.0195, 0.5229], [1.1169, 7.5190, 0.5974], [-0.9513, -2.2057, -0.1252], [-0.8531, 3.6154, -2.5265], [-6.9073, -1.6042, 0.5295], [0.4898, 4.0722, -2.3465], [1.5185, -5.1091, 3.9407], [4.7426, 1.8284, -3.9579], [1.8160, -1.0181, 3.1537], [0.5905, -0.3192, 4.8574], [-8.0399, -0.5806, -1.4987], [0.5197, -1.9816, 0.6590], [4.9054, 1.4134, -4.9526], [2.2828, -3.9440, 4.3918], [-0.2667, -3.2080, -3.9595], [0.4902, -3.7781, -0.3694], [1.0609, 4.3875, -4.6565], [3.8479, -0.0813, -3.5622], [4.0904, -2.5645, 3.6448], [1.8428, 5.6286, -3.6274], [-0.3430, -0.2160, 4.3041], [-1.8550, 1.2423, -3.1571], [-0.5976, -4.5970, -2.8243], [-1.7415, -3.9779, 1.4224], [-0.2716, -3.6749, 2.3950], [-0.8389, 0.0694, 0.8749], [0.4814, 5.4641, -1.4690], [1.1371, -3.3046, -1.8019], [0.2681, -0.7729, 5.7946], [-1.0883, 1.8525, 0.7868], [4.4109, 0.7682, 0.5135], [0.8486, 6.5016, 0.8818], [0.0721, 5.7826, -4.0753], [-4.5592, -0.6748, 1.3843], [-0.1963, -2.7689, 0.4233], [0.9701, 0.9395, 2.1655], [-8.0159, -1.6117, -1.1461], [0.9716, 1.2992, 1.1366], [-0.4115, 0.8417, -0.9210], [-3.9635, -1.4210, -0.8823], [5.5765, 0.2311, -3.0023], [-1.4598, -2.4851, 2.2938], [1.6362, -1.2440, 4.2048], [1.2449, 5.4695, -0.2617], [-2.8684, -0.4426, 1.1222], [1.4832, 6.1936, 1.7128], [2.5691, -1.2823, 4.7671]],
  "forces_ev_per_a": [[0.5, -0.6, -0.2], [0.0, 0.2, -0.5], [-0.4, -0.1, -1.5], [0.7, -1.0, 0.8], [-0.9, -0.5, -0.1], [0.0, -2.0, 0.7], [0.0, 0.0, 0.4], [0.3, 0.0, -1.9], [-1.6, 2.1, 1.3], [0.3, 0.2, -0.2], [1.4, -1.3, -0.3], [-0.4, 0.7, -0.7], [0.1, 0.1, -0.1], [-2.2, 0.7, -0.1], [-1.3, 1.0, 0.3], [-0.1, -0.3, -1.0], [-0.7, 1.1, 0.4], [-0.4, -0.8, 0.7], [-1.0, 2.4, -1.8], [0.0, 0.7, 0.0], [-0.4, -0.3, 1.5], [-0.3, -1.5, 2.5], [-0.2, 0.1, 0.0], [-0.5, -0.3, 0.2], [0.2, -0.2, 0.2], [0.1, -0.1, -0.3], [0.3, 0.5, 1.3], [3.8, 0.8, -0.6], [0.1, -0.1, 0.1], [0.3, 0.0, 0.9], [0.2, -0.1, -0.5], [0.6, -0.5, -0.2], [0.8, -0.6, -1.8], [-0.1, -0.1, 0.1], [0.0, -0.4, -1.0], [-1.5, -1.8, 0.3], [1.4, 1.3, 0.3], [3.9, 5.0, -1.8], [1.8, 2.4, 0.3], [-1.2, 1.4, -0.2], [0.2, 0.4, -0.1], [0.3, -1.1, 0.6], [0.0, -0.3, -0.6], [0.4, -0.2, 0.4], [0.6, 0.2, 0.1], [-2.9, 0.5, 0.9], [0.8, -0.2, 0.1], [0.3, 0.7, -0.9], [0.0, 0.2, -0.2], [0.2, -0.3, -0.7], [0.0, -0.1, -0.1], [-0.2, 0.0, 0.0], [0.2, 0.3, -0.4], [0.6, -0.5, 2.9], [0.2, 0.1, -0.2], [0.1, 0.0, -0.1], [-0.1, -0.4, -0.1], [0.1, 0.1, 0.6], [-0.8, -1.5, -0.9], [-0.6, -2.4, -1.2], [0.1, -0.2, 0.1], [0.0, 0.0, 0.2], [-0.8, -0.1, -0.6], [0.7, -0.8, -1.7], [0.1, -0.1, 0.3], [-0.1, -0.4, -0.2], [-1.1, 1.6, 0.8], [0.2, -0.1, 0.4], [-0.2, -0.6, -0.7], [0.3, -1.0, -1.1], [0.4, 0.6, -1.6], [-2.0, -0.5, 4.6], [-0.1, -0.6, 0.0], [0.1, 0.7, -0.7], [-0.5, -1.5, 0.6], [-0.4, -1.0, 2.4], [0.1, -0.2, -0.6], [0.0, 0.1, 0.1], [0.0, 0.6, 0.0]],
  "molar_mass_g_mol": 936.05,
  "homo_ha": [-0.5997, -0.5997],
  "total_energy_ha": -6828.007026,
  "charge": 3,
  "spin_multiplicity": 3
}



{
  "formula": "C6H10N3OS",
  "method": "ωB97M-V/def2-TZVPD",
  "species": ["H", "H", "C", "H", "H", "N", "H", "H", "O", "S", "N", "C", "N", "C", "C", "C", "H", "H", "C", "H", "H"],
  "positions_angstrom": [[-2.6382, -0.7311, -2.3694], [-1.0398, 1.0947, -1.9654], [-1.7601, -0.8292, -1.6556], [2.0862, 1.8385, 3.1939], [0.4851, -1.0399, 1.2588], [1.6372, 2.1172, 2.3858], [0.1789, 2.0601, 0.0439], [-2.0342, 1.2244, -0.5670], [1.1947, -0.0881, 2.2048], [1.3949, 0.0442, -1.6459], [-0.0311, -1.1532, 0.3618], [-0.4957, -2.1946, -0.2920], [0.3220, 1.1700, 0.5871], [1.0855, 1.0756, 1.7739], [-1.2725, -2.0404, -1.5115], [0.1484, 0.0927, -0.2598], [1.5047, 3.1435, 2.2912], [-1.3410, -2.9581, -2.1006], [-1.3933, 0.5072, -1.1881], [-0.3399, -3.1999, 0.1836], [2.3081, -0.1335, -0.7293]],
  "forces_ev_per_a": [[1.0, -0.4, 0.6], [0.8, 0.9, -1.8], [-4.3, 1.8, -3.4], [1.1, -0.5, 2.0], [0.1, -0.9, 1.0], [-0.9, 1.9, -1.3], [0.6, -1.1, 1.4], [0.3, -1.7, -0.7], [0.8, 0.8, 0.5], [-0.8, -0.1, 0.2], [-0.2, -1.5, -1.1], [0.7, 0.1, 1.1], [0.6, 3.2, 1.3], [-1.3, -1.3, -1.6], [2.5, -1.4, 1.7], [-3.7, 1.6, -4.3], [-0.1, -1.5, -0.5], [-1.0, 0.7, 0.0], [2.8, -1.4, 4.8], [-0.3, 1.1, -0.4], [1.2, -0.2, 0.4]],
  "molar_mass_g_mol": 172.23,
  "homo_ha": -0.4812,
  "total_energy_ha": -872.025074,
  "charge": 1
}